Record 1
Here is a molecular structure, C10H14BBrCrN6 in a non-equilibrium geometry from the Open Molecules 2025 dataset. Energies are from ωB97M-V with the def2-TZVPD basis set.

Values from the calculation:
**Multiplicity**: 5
**<S²>**: 6.05
**Relative energy (zero: lowest compared OMol25 entry of this formula, charge and spin)**: 518.84 kJ/mol
**Lowest unoccupied orbital energy (alpha / beta)**: -0.39 / -0.79 eV

XYZ file:
```
33
Properties=species:S:1:pos:R:3:forces:R:3
Br -0.031730 -0.036115 3.464948 1.1 0.1 2.2
Cr -0.383561 -0.804991 1.314414 -2.6 3.5 3.2
N -1.359763 -0.558440 -0.255817 -3.8 0.6 -5.7
N 0.539338 1.670389 -0.413200 0.3 -0.3 0.1
N 1.600667 -0.513092 -0.885846 0.2 -1.5 1.3
N 1.354141 -1.100003 0.372611 4.4 1.9 -1.2
N -0.809448 -0.034559 -1.462823 -0.2 -1.0 0.8
N 0.074005 1.337496 0.828344 0.2 1.0 -0.7
C -2.710046 -0.762027 -0.586660 2.9 0.3 -1.4
C 2.462607 -1.774114 0.812361 -0.8 0.8 -2.1
C 0.032218 2.474861 1.509867 -0.3 0.1 1.3
C 0.818036 2.977000 -0.482170 0.1 0.6 -0.1
C 2.848294 -0.845715 -1.189039 -0.1 -0.7 0.0
C 3.362523 -1.708931 -0.217657 1.0 -0.1 0.8
C 0.493453 3.540416 0.754436 0.4 0.6 -1.2
C -1.718500 -0.019743 -2.447713 0.0 -0.2 0.3
C -2.046893 -1.591242 2.068345 0.5 -2.5 -0.7
C -2.925454 -0.512195 -1.950426 0.2 0.4 0.4
B 0.632513 0.561752 -1.486103 -1.3 0.3 1.2
H 3.312843 -0.519982 -2.103378 -0.1 0.2 0.0
H -1.435592 0.348670 -3.441247 -0.2 -0.2 0.6
H 0.588305 4.588435 1.014443 -0.1 -0.3 0.1
H 1.232421 3.398244 -1.418025 -0.4 -0.2 0.9
H 0.633713 -1.754368 0.653220 -1.5 -3.3 -1.3
H -2.664068 -0.809813 2.598095 0.4 -1.5 -0.4
H -3.420787 -1.149030 0.092100 -0.2 -0.1 0.6
H 0.964394 0.951182 -2.572408 0.1 -0.2 0.2
H 2.297724 -2.324367 1.714048 0.6 -0.3 0.3
H -3.850991 -0.677263 -2.491236 0.2 0.2 0.2
H -0.303215 2.511898 2.565344 0.3 -0.3 -1.0
H 4.261427 -2.277821 -0.192971 0.7 0.2 -0.4
H -2.445883 -2.220059 1.185550 -0.2 1.0 1.9
H -1.402689 -2.366474 2.648577 -1.8 1.3 0.0
```
Forces are in eV/Å.

Record 2
Here is a molecular structure, C10H14Br12NO6P in a non-equilibrium geometry from the Open Molecules 2025 dataset. Energies are from ωB97M-V with the def2-TZVPD basis set.

Values from the calculation:
**Lowest unoccupied orbital energy**: -0.18 eV

XYZ file:
```
44
Properties=species:S:1:pos:R:3:forces:R:3
Br 2.494580 -1.853955 -1.829036 0.1 -0.1 -0.3
Br 1.511809 2.326829 -5.644802 -0.2 -0.2 0.2
Br 2.112740 6.625079 -2.040995 0.1 -0.4 0.1
Br -0.616900 -4.040758 -1.258912 0.2 -0.3 0.2
Br 3.886828 3.948884 -2.214799 -0.3 0.2 0.1
Br 1.912543 4.388931 0.262757 0.0 0.4 -0.4
Br 1.375460 -6.542824 -1.536008 -0.1 0.2 0.2
Br 4.935126 -2.334119 -3.860999 -0.3 -0.1 0.1
Br 0.188529 -5.746573 1.340622 0.1 0.0 -0.4
Br 0.550523 1.466111 -2.704564 0.0 -0.1 -0.3
Br 1.909585 -2.775928 -4.848318 0.2 0.0 0.2
Br -1.216058 0.672366 -5.265660 0.3 0.1 0.1
P -4.547116 1.721539 2.086271 -1.3 0.8 1.2
O -3.580029 2.020479 3.488233 -0.4 0.1 -1.9
O -4.225193 -0.078571 0.109043 -0.5 0.7 4.6
O -3.611747 -1.088636 2.070285 0.2 2.1 -0.6
O 1.304169 0.177319 0.369942 -0.5 -0.1 4.1
O 0.634398 -0.264622 2.606814 0.5 -0.9 -2.1
O 0.840570 -2.399864 1.583251 -1.3 3.5 2.1
N -4.046313 2.919170 0.897392 0.4 -0.5 0.7
C 0.569794 1.002171 -4.586348 0.0 0.0 0.0
C -4.098631 0.038497 1.354578 2.4 -1.4 -4.1
C 2.221142 4.735616 -1.618551 -0.1 0.0 -0.2
C 0.758112 -5.099217 -0.396353 0.0 0.2 0.1
C 3.140606 -2.864890 -3.351628 0.0 -0.1 0.2
C -2.334218 -0.749989 2.721550 -0.2 -0.1 2.0
C 1.390982 0.382758 1.590797 1.8 1.2 -3.1
C 2.419417 1.522461 2.071103 -0.9 -0.3 0.9
C 0.177676 -1.553802 2.202856 -0.4 -3.6 -1.7
C -1.313436 -1.978094 2.636804 0.3 0.9 0.8
H 1.122904 0.068688 -4.678087 -0.1 0.2 0.1
H -3.895135 2.854556 3.894112 0.0 -0.8 -0.3
H 1.421386 4.240394 -2.166962 0.2 0.1 0.1
H 1.837858 2.159556 2.837188 1.1 -0.8 -1.1
H -3.943645 3.837515 1.366234 -0.2 -0.8 -0.5
H 1.608371 -4.440061 -0.228371 -0.2 -0.1 0.0
H 3.192365 -3.907866 -3.043791 0.0 0.2 -0.1
H -2.599231 -0.617069 3.834414 0.5 0.1 -1.7
H -1.927754 0.244281 2.351035 -0.3 -1.4 0.2
H 2.767009 2.166226 1.189214 -0.8 -1.4 1.3
H -1.736896 -2.815507 1.992496 1.0 1.3 0.5
H 3.347443 1.092797 2.581442 -1.5 0.3 -0.6
H -4.747326 2.970673 0.144750 0.4 0.0 0.6
H -1.192296 -2.430551 3.690999 -0.2 0.7 -1.6
```
Forces are in eV/Å.